[1]
# C28H31BrHgN7O2S4

A structure of composition C28H31BrHgN7O2S4 (wB97M-V/def2-TZVPD, the Open Molecules 2025 dataset).

Last column: Mulliken spin population.
Positions of all 74 atoms, in Å:
1 C -1.7786 -3.0728 -0.0116  0.00
2 C 2.7444 0.9564 -5.1877  0.00
3 C 1.2724 2.4730 -4.0163  0.00
4 N 3.2360 0.4305 -6.3807  0.00
5 N -1.4778 2.5282 -2.4133  0.01
6 H 2.8062 0.1914 4.6578  0.00
7 H 1.6882 0.8658 5.8405  0.00
8 N -2.4277 -0.3039 3.7215  0.01
9 S 1.1315 1.5502 3.6294  0.06
10 H 2.3692 -2.4363 0.8468  0.00
11 C -2.7621 2.5820 -2.7281  0.00
12 H -2.8704 -4.3390 -1.3171  0.00
13 O 0.8829 4.1617 -1.5323  0.00
14 H 3.9483 0.2494 2.8754  0.00
15 C -3.7729 2.0424 -1.9433  0.01
16 H 0.4728 3.2008 -4.0076  0.00
17 C -0.9741 -1.9453 -4.2927  0.00
18 C 1.7549 0.3755 4.8688  0.00
19 C 0.9525 -0.9152 4.9235  0.00
20 H -2.0790 -2.3068 4.0262  -0.01
21 H 3.2954 0.8635 -1.8307  0.00
22 S 1.3013 2.8087 -1.2838  0.00
23 N -2.0743 1.3318 -0.4439  0.02
24 C -3.3146 0.6668 3.7532  0.01
25 H 3.9947 -1.9909 1.3883  0.00
26 C -1.1550 1.9501 -1.2320  0.04
27 H -5.3179 1.3451 4.1275  0.00
28 Br -2.7076 2.3986 3.2637  0.02
29 H 4.1159 -0.1474 -3.9523  0.00
30 H 1.2888 2.2089 -6.1461  0.00
31 C -5.0614 -0.7767 4.4427  0.00
32 C -1.6394 -2.8315 -2.2084  0.00
33 C 3.3109 0.5804 -3.9666  0.00
34 S 2.5545 -0.1335 0.9761  0.04
35 O 2.3898 2.6208 -0.3487  0.00
36 H 2.3038 2.6763 1.9708  0.00
37 C 3.4878 0.9064 2.1382  0.00
38 H 3.2762 2.5987 3.4509  0.00
39 H 3.1793 -1.6870 3.7099  0.00
40 H 0.4001 -0.2852 -4.2131  0.00
41 H -2.0908 -3.4760 0.9418  0.00
42 C 2.6528 2.0206 2.7677  0.00
43 N -2.2252 -3.5802 -1.2001  0.00
44 C -3.3473 1.3915 -0.7990  -0.01
45 C -4.1462 -1.8182 4.4109  0.00
46 C 2.8647 1.1453 -2.7842  0.00
47 H 2.7184 -3.2677 3.0909  0.00
48 H -1.0107 -1.9403 -5.3750  0.00
49 C -0.1684 -1.0027 -3.6318  0.00
50 H 2.6376 0.5094 -7.1839  0.00
51 C -0.0913 -0.9630 -2.2542  -0.01
52 N -0.9580 -2.0775 -0.1643  0.00
53 H 3.7062 -0.4545 -6.3081  0.00
54 C -2.8410 -1.5331 4.0521  0.01
55 C 2.9298 -1.8132 1.5471  0.00
56 H 0.5172 -0.2280 -1.7371  0.03
57 N 0.1058 1.8624 -0.7546  0.03
58 H 4.2737 1.3905 1.5583  0.00
59 H -2.9928 3.0743 -3.6701  0.00
60 H -2.3491 -3.5966 -4.1104  0.00
61 H -4.8161 2.1018 -2.2166  0.00
62 H -6.0916 -0.9557 4.7239  0.00
63 Hg -0.5343 0.3471 1.2211  0.71
64 C -4.6447 0.5003 4.1127  0.00
65 C -0.8444 -1.8944 -1.5393  -0.01
66 C 1.8436 2.0894 -2.8097  0.00
67 H -0.0863 -0.6901 5.1729  0.00
68 H 1.3602 -1.5721 5.6935  0.00
69 S 0.8154 -1.8643 3.3828  0.03
70 C -1.7237 -2.8760 -3.5972  0.00
71 C 2.5582 -2.1961 2.9742  0.00
72 C 1.7218 1.9077 -5.1972  0.00
73 H -4.4376 -2.8292 4.6621  0.00
74 H -4.0511 0.8968 -0.1342  0.01

## Properties
relative energy (zero: lowest compared OMol25 entry of this formula, charge and spin): 9.54 kcal/mol
HOMO (spin up / spin down): -0.21756 / -0.27612 hartree
expectation value of S²: 0.75
charge: 0
multiplicity: 2


[2]
# C5H9GdLiO4

A structure of composition C5H9GdLiO4 at a distorted geometry (wB97M-V/def2-TZVPD, the Open Molecules 2025 dataset).

Last column: Mulliken spin population.
Positions of all 20 atoms, in Å:
1 Li -0.7554 -1.4892 0.3555  -0.01
2 C 1.7464 -2.1993 -0.0521  0.24
3 C -1.2393 1.1767 -0.3123  0.00
4 C -3.1587 0.3026 0.7850  0.00
5 H 2.3900 -0.8065 -1.5529  -0.02
6 O 0.7541 -2.6816 0.5321  0.23
7 Gd 3.8146 0.1965 0.7537  5.05
8 O 0.4865 -0.3607 -0.7290  0.08
9 H -1.4725 2.1793 0.0784  0.00
10 H 0.6848 1.1822 0.6350  -0.04
11 H 2.6806 -2.7911 -0.1252  0.02
12 H -3.4573 -0.5320 1.4289  0.00
13 O 5.3262 1.2848 -0.0852  0.78
14 H -3.3720 1.2547 1.2936  0.00
15 C 1.7839 -0.8938 -0.6149  0.62
16 C 0.2570 0.9854 -0.3643  0.03
17 H -1.6801 1.0765 -1.3179  0.00
18 H -3.7232 0.2585 -0.1593  0.00
19 H 0.7051 1.6806 -1.0906  0.02
20 O -1.7706 0.1764 0.5416  0.00

## Properties
relative energy (zero: lowest compared OMol25 entry of this formula, charge and spin): 131.26 kcal/mol
HOMO (spin up / spin down): -0.31557 / -0.46043 hartree
expectation value of S²: 16.25
charge: +1
multiplicity: 8


[3]
# C22H47FNO8PS

A cluster of 6 separate species, C22H47FNO8PS in total at a distorted geometry (wB97M-V/def2-TZVPD, the Open Molecules 2025 dataset).

Last column: Mulliken charge in e.
Positions of all 81 atoms, in Å:
1 H -2.1500 4.8952 -0.6598  0.32
2 H -10.1046 1.7365 -0.0275  0.28
3 H -8.4062 3.3766 -3.2869  0.28
4 O 6.2983 -0.1071 2.3412  -0.33
5 H 6.7887 1.8942 2.4363  0.27
6 C 7.6906 0.7436 4.0460  -0.57
7 C 0.0916 3.8982 -2.2395  -1.16
8 C 2.6701 0.1625 1.7746  0.34
9 H 1.3303 -5.7353 1.5837  0.30
10 H 3.2976 -4.2052 -1.3189  0.31
11 H -7.6278 4.3803 -1.2432  0.24
12 H 1.4327 -1.4118 2.6499  0.30
13 H -2.5412 -1.7266 -4.1724  0.30
14 H 2.9439 -5.9399 0.8767  0.28
15 H -0.2598 -4.4670 -2.7805  0.11
16 C -2.4417 -1.9979 -3.1188  -0.58
17 C -2.2200 -3.5033 -2.9804  -0.64
18 O -4.1597 2.6495 -0.8628  -0.55
19 H -10.0790 3.5039 -0.1691  0.25
20 H 2.4368 -0.2470 0.7857  -0.06
21 H -0.5613 -3.7406 -4.3693  0.30
22 H -0.2945 4.9223 -2.2147  0.40
23 H 8.2565 1.6270 4.3385  0.34
24 H 1.6051 -5.9713 -1.1416  0.40
25 H 9.1472 -0.8916 3.7896  0.34
26 C 0.5565 0.6137 2.7316  -0.18
27 H 2.1761 -0.3173 3.8198  0.31
28 H -2.4168 -3.8158 -1.9522  0.25
29 C 7.3785 -1.0254 2.5099  -0.47
30 C -8.3097 2.7096 -2.4291  -0.45
31 H -0.1763 0.7930 -0.2196  -0.07
32 C -8.0951 2.6202 -0.0799  -0.53
33 H 3.3079 -2.4559 0.3396  0.29
34 O -2.2587 4.3421 0.1218  -0.36
35 O 2.4226 -4.0062 1.3740  -0.44
36 H 1.4867 1.3755 -0.2903  0.33
37 H 7.3223 0.2579 4.9523  0.28
38 H 3.7182 -0.0437 1.9947  0.07
39 H -2.8409 -4.1040 -3.6435  0.40
40 H -0.3682 3.3278 -3.0459  0.33
41 C 2.4074 -3.0702 0.2945  0.15
42 H -0.0659 0.6529 3.6244  0.45
43 C -9.5687 2.5803 -0.4645  -0.41
44 C -0.7345 -3.6289 -3.2934  -0.31
45 S -2.8218 2.1845 -1.0839  1.07
46 H 5.6148 1.3358 3.6402  0.23
47 H 1.8332 -3.3222 -1.7871  0.22
48 F -2.4652 2.5874 -2.5772  -0.27
49 H 0.7076 2.6373 1.8906  -0.06
50 H 1.5841 2.4041 3.4117  0.40
51 H 7.6699 -1.4098 1.5316  0.26
52 C 6.5325 1.0721 3.1128  -0.33
53 H 1.5347 -2.4162 0.4087  -0.15
54 H -1.2063 -1.3289 -1.4645  -0.02
55 H 0.5630 1.1387 -1.7992  0.56
56 H 1.1683 3.9709 -2.4341  0.40
57 H -0.0847 0.3609 1.8827  -0.08
58 H -7.7006 1.6070 0.0243  0.23
59 C -7.4771 3.2993 -1.2992  -0.09
60 H -7.8862 1.7600 -2.7756  0.27
61 C 1.2917 1.9224 2.4722  -0.33
62 O -0.1314 -2.4117 -2.8508  -0.41
63 C 2.3070 -3.8868 -0.9855  -0.41
64 H 0.4368 -4.8331 -0.4563  0.11
65 H 7.0382 -1.8658 3.1244  0.28
66 C 0.4995 1.4595 -0.7570  -0.69
67 O -2.4332 0.8111 -0.9712  -0.50
68 H -6.4132 3.1075 -1.4127  0.03
69 H -7.9185 3.1512 0.8544  0.36
70 C 1.4980 -5.0909 -0.5087  -0.37
71 C -1.1441 -1.4460 -2.5486  0.12
72 O -9.6088 2.4640 -1.8873  -0.40
73 H 9.0980 0.2833 2.4702  0.26
74 H -3.3175 -1.6308 -2.5867  0.34
75 C 8.4901 -0.2495 3.2047  -0.56
76 C 1.7162 -0.3755 2.8308  -0.60
77 H -0.8581 -0.4878 -2.9819  0.11
78 O 2.4713 1.5816 1.7386  -0.49
79 N -1.7365 3.0645 -0.1580  0.03
80 P 0.0084 3.2008 -0.5477  0.04
81 C 2.0551 -5.2997 0.8944  -0.64

## Properties
HOMO: -0.33780 hartree
charge: 0
SMILES: CP(C)N(O)S(=O)(=O)F.C1CCOC1.C1CCOC1.C1CCOC1.C1CCOC1.C1CCOC1


[4]
# C5H12O2

A structure of composition C5H12O2 at a distorted geometry (wB97M-V/def2-TZVPD, the Open Molecules 2025 dataset).

Last column: Mulliken charge in e.
Positions of all 19 atoms, in Å:
1 C 1.5434 -1.2764 -1.2167  -0.45
2 O -0.6299 -0.5160 0.6297  -0.31
3 C -0.2330 0.4045 -0.4049  0.66
4 H 1.8400 0.3042 0.2083  0.30
5 H 0.8139 -1.5321 -2.0058  0.26
6 H -0.1774 2.5431 -0.7080  0.41
7 O 1.5591 -2.2485 -0.1965  -0.54
8 H 0.0374 2.0229 0.9819  0.35
9 H 1.5883 0.8688 -1.4470  0.35
10 H 2.5362 -1.3075 -1.6801  0.32
11 H 0.7483 -2.1228 0.3166  0.36
12 C 1.2491 0.1350 -0.7012  -0.76
13 H -2.3792 0.5418 1.7322  0.15
14 C -0.4989 1.8224 0.0476  -1.51
15 H -2.1522 -1.4357 1.4889  0.36
16 H -1.6545 0.0616 2.6649  0.12
17 H -0.8141 0.1854 -1.3178  0.16
18 C -1.8053 -0.4066 1.3913  -0.65
19 H -1.5713 1.9559 0.2165  0.41

## Properties
relative energy (zero: lowest compared OMol25 entry of this formula, charge and spin): 84.10 kcal/mol
HOMO: -0.33854 hartree
charge: 0


[5]
# C12H23InNO8

A structure of composition C12H23InNO8 at a distorted geometry (wB97M-V/def2-TZVPD, the Open Molecules 2025 dataset).

Last column: Mulliken charge in e.
Positions of all 45 atoms, in Å:
1 C -4.6268 4.3082 -42.0555  1.08
2 O -5.7050 2.4728 -37.5368  -0.33
3 O -4.5447 3.1213 -41.8076  -0.44
4 H -3.8455 6.5589 -43.8395  0.32
5 H -4.6611 -2.6740 -41.3814  0.50
6 C -6.5332 1.3862 -43.8177  -0.70
7 O -4.5770 5.3413 -41.1796  -0.31
8 H -5.2794 3.8516 -36.2144  0.29
9 H -3.7603 7.1634 -41.7013  0.35
10 C -4.7216 6.1513 -43.3352  -0.31
11 H -5.6511 6.5477 -43.7440  0.34
12 H -3.7448 -0.7489 -38.6326  0.08
13 C -5.1518 2.7712 -36.2823  -0.34
14 C -3.7514 2.2448 -36.4163  -0.22
15 H -2.6213 -1.7946 -39.4973  0.33
16 C -7.0699 3.7150 -43.2930  -0.82
17 H -7.1703 0.7444 -43.2091  0.40
18 H -7.1419 1.4352 -44.7205  0.51
19 H -5.6045 -0.1303 -45.0514  0.55
20 H -5.2839 -1.8680 -43.5216  0.61
21 N -4.3106 0.0751 -43.3395  -0.16
22 H -3.6766 1.4321 -35.6938  0.32
23 In -4.5235 1.5357 -41.2118  1.37
24 H -5.8374 -0.8755 -42.2632  0.34
25 H -7.3919 3.8522 -44.3252  0.32
26 O -4.8186 4.7848 -43.2577  -0.29
27 H -5.8326 2.2852 -35.5835  0.30
28 C -3.6705 -1.5140 -39.4054  -0.58
29 H -4.3210 -2.3619 -39.1907  0.34
30 H -8.0035 3.5334 -42.7606  0.38
31 H -5.5508 7.1086 -41.6578  0.29
32 H -3.4741 -0.2227 -43.8207  0.29
33 C -4.9218 -1.1471 -42.7886  -0.90
34 H -6.6404 4.6633 -42.9699  0.26
35 C -4.8040 2.0584 -38.4002  1.07
36 H -4.6371 1.3086 -44.9188  0.41
37 O -6.1397 2.6304 -43.1842  -0.34
38 O -3.9523 -0.8581 -40.5887  -0.29
39 O -3.7042 1.8520 -37.7590  -0.30
40 H -3.0619 -2.1055 -41.9309  0.46
41 C -4.6425 6.5489 -41.8809  -0.38
42 O -4.9448 1.7630 -39.5604  -0.38
43 C -5.2424 0.6114 -44.3395  -0.88
44 C -4.0688 -1.7986 -41.6477  -0.85
45 H -3.0161 3.0437 -36.3207  0.31

## Properties
relative energy (zero: lowest compared OMol25 entry of this formula, charge and spin): 0.00 kcal/mol
HOMO: -0.72265 hartree
charge: +3


[6]
# C29H38CdNO3P2Si

A structure of composition C29H38CdNO3P2Si at a distorted geometry (wB97M-V/def2-TZVPD, the Open Molecules 2025 dataset).

Last column: Mulliken charge in e.
Positions of all 75 atoms, in Å:
1 H -3.7041 3.5891 1.9315  0.42
2 H -3.2445 0.5108 -0.3744  0.20
3 C -4.4263 1.9416 3.1409  -0.60
4 H 4.2029 2.8617 4.0207  0.38
5 H -3.5282 2.1670 -0.9624  0.39
6 H -5.3849 2.4177 3.3617  0.39
7 H 1.4746 2.7278 -2.9946  0.39
8 H 2.4111 -2.4349 -5.1766  0.48
9 P 2.4780 -0.4784 -1.3159  0.45
10 C 2.4097 0.3599 2.5437  0.00
11 C -4.1145 0.6890 3.6779  -0.62
12 H -4.3337 0.7882 -1.7800  0.48
13 Cd 0.2776 0.6868 -1.2118  2.74
14 H -1.5089 2.5394 1.4715  0.49
15 H -0.2673 -5.4543 4.2692  0.37
16 C -0.2801 -1.8256 2.8453  0.21
17 H -3.2064 2.1072 -4.1244  0.44
18 H 3.3894 -2.6083 -0.6425  0.42
19 C 1.3788 -1.1832 -3.7688  0.42
20 H 1.8868 3.6858 4.4837  0.40
21 H 1.8035 -2.8066 -1.4646  0.39
22 H 0.9973 -1.3278 4.5071  0.37
23 C 0.2350 -2.5974 -5.3577  -0.51
24 H -4.8374 0.1704 4.3105  0.39
25 H 0.2467 -3.3255 -6.1749  0.41
26 H -1.5371 -4.9273 2.1820  0.38
27 C -2.8786 0.0881 3.4068  -0.47
28 H -2.7016 -1.3045 -2.5927  0.47
29 C -0.9732 -4.1451 2.6900  -0.62
30 C 2.0394 2.7558 3.9321  -0.66
31 H 1.8628 -2.2177 0.2240  0.05
32 H 4.5242 0.7072 2.7987  0.47
33 H -1.5035 -2.6265 1.2446  0.28
34 H -1.4485 2.0786 -4.4647  0.38
35 C 4.1121 0.0920 -0.7823  -1.18
36 C -3.4141 1.1192 -1.2746  -1.17
37 C 0.9287 2.0204 3.4936  -0.46
38 H -2.9394 -0.4165 -4.1255  0.60
39 H -1.9287 -2.4598 -5.2158  0.50
40 H 2.4788 0.6230 -3.4093  0.01
41 C 2.3736 -2.1995 -0.7498  -0.98
42 C 0.4622 -3.4326 4.5005  -0.61
43 H 4.4640 0.9013 -1.4383  0.39
44 C -0.9668 -2.1216 -4.8444  -0.84
45 H 1.0435 -3.6514 5.3995  0.38
46 O 2.0488 2.0805 -3.6040  -0.62
47 C -1.9413 0.7427 2.6036  0.19
48 O -0.3432 -0.2765 0.5441  -0.43
49 C 2.5750 -0.5248 -3.1419  -0.74
50 C -0.2572 -4.4431 3.8558  -0.47
51 H -0.0817 2.3644 3.7263  0.37
52 H 4.0242 0.4674 0.2468  0.18
53 C -2.2482 2.0057 2.0761  0.16
54 H 4.8275 -0.7448 -0.8048  0.42
55 H 0.1510 2.7763 -1.5010  -0.03
56 P -1.9655 0.9732 -2.3638  0.11
57 C 3.3346 2.2969 3.6716  -0.53
58 H 2.7196 2.5888 -4.0884  0.26
59 H -2.0913 3.2337 -3.2658  0.37
60 C -2.2407 -0.5873 -3.2912  -1.35
61 C 1.4333 -2.1137 -4.8148  -0.90
62 C 0.4519 -2.1273 3.9963  -0.28
63 C -0.9621 -2.8454 2.1672  0.11
64 C 1.1117 0.8298 2.7831  0.29
65 H -2.6301 -0.8825 3.8460  0.37
66 C 3.5187 1.0920 2.9846  -0.98
67 C -0.9515 -1.1734 -3.8225  0.32
68 O 0.3773 3.4441 -2.2507  -0.62
69 C -3.4846 2.6040 2.3471  -0.73
70 Si -0.3580 -0.1115 2.1300  -0.93
71 N 0.1993 -0.7546 -3.2903  0.09
72 H 2.5506 -0.5971 2.0299  0.89
73 H 0.5403 4.2853 -1.7754  0.33
74 H 3.5436 -0.9064 -3.5055  0.61
75 C -2.2050 2.2200 -3.6785  -1.30

## Properties
HOMO: -0.39637 hartree
charge: +1


no.,total energy (eV)
1,-161623.1543
2,-34546.8727
3,-64283.8538
4,-9471.4887
5,-35825.9243
6,-69338.9998